No. 1
115
Properties=species:S:1:pos:R:3:forces:R:3:mulliken_charge:R:1 method="wB97M-V/def2-TZVPD" largest_force_ev_per_a=2.96 energy_ev=-91819.7913 total_charge=+2 homo_energy_ev="-12.938 / -12.929" spin_multiplicity=2
V -0.041228 0.618766 -0.417136 -2.85 -0.42 0.67 -0.399
C -0.933349 -1.323073 -4.222651 0.04 0.15 0.05 -1.637
C -0.155915 -2.509555 -3.647455 -0.02 0.09 0.26 -0.332
N -0.166607 -2.430965 -2.201736 -0.14 -0.21 -0.01 0.349
C 0.504915 -3.437315 -1.416386 -0.01 0.24 -0.12 -1.890
C 2.040637 -1.626765 -0.288269 -0.80 0.98 0.00 0.471
N 1.620059 0.504850 -1.654239 0.88 -0.27 -0.51 0.394
C 1.703262 0.206501 -3.119138 0.01 0.16 0.63 0.512
C 0.516678 0.642525 -3.941751 -0.12 -0.10 0.02 -2.301
N -0.719876 -0.026042 -3.532933 0.14 -0.22 -0.24 0.240
H -1.998494 -1.542468 -4.168236 -0.04 -0.02 0.06 0.337
H -0.686930 -1.231485 -5.284648 -0.02 -0.05 -0.10 0.588
H 0.879647 -2.493908 -3.998381 0.09 -0.01 -0.01 0.263
H -0.600944 -3.429075 -4.045888 -0.02 -0.03 -0.09 0.562
H -1.104523 -2.257886 -1.866532 0.01 0.07 0.04 -0.219
H 1.307227 -3.872233 -2.000775 0.13 -0.08 -0.16 0.623
H -0.151483 -4.274553 -1.139899 0.09 -0.04 0.05 0.329
H 3.909731 -2.543581 -0.162900 0.14 -0.04 -0.10 1.525
H 2.255535 -1.312188 0.734532 0.10 -0.21 0.15 -0.488
H 2.443499 1.005141 -1.318761 -0.13 0.16 -0.18 0.160
H 1.862444 -0.859628 -3.215647 0.01 -0.18 -0.04 -0.292
H 2.598373 0.707049 -3.476060 0.13 0.14 -0.18 0.427
H 0.762646 0.436780 -4.989448 0.00 0.00 -0.12 0.659
H 0.394937 1.718677 -3.853710 0.02 0.06 0.01 0.463
H -1.497065 0.556244 -3.823542 -0.02 0.02 0.06 0.388
N 1.700552 9.690252 4.173087 -0.02 -0.10 -0.06 -0.452
C 1.515813 8.685650 3.647383 -0.01 -0.05 -0.03 -0.220
C 1.285868 7.422031 2.989013 0.01 0.11 0.07 0.548
C 1.920178 7.144108 1.781748 0.04 0.02 -0.02 -0.924
C 1.693255 5.934540 1.148539 0.01 -0.01 0.00 -0.168
C 0.847762 4.989134 1.724877 -0.08 -0.04 0.07 0.429
C 0.223308 5.269078 2.940743 0.01 0.02 -0.03 -0.295
C 0.431936 6.484948 3.566580 -0.01 0.00 0.02 -0.871
C 0.599388 3.693094 1.045361 -0.05 0.05 -0.29 1.734
C 0.950548 2.511682 1.731309 0.19 -0.91 -0.02 -0.349
C 1.622995 2.449080 2.945572 0.16 0.02 0.37 -0.752
C 1.790213 1.100162 3.280214 0.31 0.32 0.31 -1.367
C 1.237874 0.374503 2.257299 -0.39 0.40 -0.60 -1.407
N 0.721518 1.189043 1.281228 0.33 0.61 0.84 1.333
C 0.032302 3.707201 -0.211488 0.07 -0.24 -0.17 -0.599
C -0.482045 4.837933 -0.897232 -0.14 0.25 -0.19 -0.910
C -1.053272 4.387248 -2.062545 0.03 0.37 0.06 -2.129
C -0.881259 2.997119 -2.064204 0.30 -0.23 0.54 -0.439
N -0.220186 2.561480 -0.983742 -0.34 0.77 -0.51 1.253
H 2.586860 7.875838 1.345723 -0.02 -0.01 0.01 0.475
H 2.189161 5.715612 0.210474 -0.03 0.01 0.02 0.515
H -0.443492 4.540566 3.385688 0.02 0.02 -0.02 0.564
H -0.062533 6.714632 4.500722 0.01 -0.01 -0.01 0.482
H 1.956833 3.303902 3.513520 -0.03 -0.07 0.01 0.748
H 2.250612 0.693616 4.167698 -0.03 0.06 -0.01 0.557
H 1.128847 -0.693450 2.217734 -0.05 -0.04 -0.09 0.328
H -0.441232 5.854231 -0.537101 -0.03 -0.05 -0.02 0.666
H -1.551386 4.965183 -2.825351 0.02 -0.02 0.06 0.522
H -1.269394 2.311755 -2.796973 0.00 -0.04 0.02 0.790
C 3.754016 -3.600341 -2.713300 -0.14 0.21 0.19 -1.815
C 3.916914 -2.172230 -2.238331 -0.18 -0.56 0.74 0.360
C 4.623643 -1.330147 -3.045102 0.20 0.33 -0.65 -0.641
C 5.071693 -0.063296 -2.634131 -0.40 -0.84 1.09 -0.873
C 4.922214 0.302726 -1.277823 0.51 0.63 -0.60 -0.268
C 4.261709 -0.482889 -0.387251 -0.41 -0.78 0.72 0.054
C 4.294371 -0.147494 1.081822 0.14 -0.21 -0.30 -1.510
C 3.541248 -1.747933 -0.826686 0.44 0.50 -0.77 0.421
N 1.229340 -0.521296 -0.825741 2.24 -1.60 -0.54 1.215
C 1.132516 -2.862424 -0.103306 0.09 -0.19 -0.14 0.932
C 1.921626 -3.973607 0.591221 -0.04 0.03 0.07 -2.572
C -0.103284 -2.486348 0.725838 -0.55 0.57 0.10 1.228
C -0.667654 -3.567518 1.603634 0.14 -0.22 -0.02 -1.879
N -0.732399 -1.369609 0.576797 0.30 -0.32 0.12 1.012
C -2.133012 -1.351048 1.039463 -0.13 -0.15 -0.10 -0.646
C -2.520537 -0.882290 2.483549 0.06 -0.07 0.02 1.177
C -1.449888 -0.549200 3.492391 -0.05 0.01 -0.02 -1.207
C -3.805986 -1.496194 3.122061 -0.05 0.07 -0.10 -1.466
C -5.533794 -1.352761 1.763571 0.14 -0.01 0.01 -0.610
C -5.127509 -1.790919 0.335948 0.10 -0.03 0.04 -0.931
C -3.840148 -1.236729 -0.350759 -0.10 0.10 0.10 0.162
C -3.968979 -1.086218 -1.843949 -0.04 -0.04 -0.01 -1.623
H 4.664355 -3.921676 -3.219332 0.05 0.14 -0.05 0.591
H 2.945892 -3.716320 -3.439961 -0.02 0.14 0.02 0.280
H 3.580160 -4.306631 -1.905765 -0.10 0.11 0.07 0.258
H 4.907177 -1.686151 -4.031309 -0.03 0.08 0.05 0.527
H 5.640180 0.562171 -3.309302 -0.03 0.05 -0.05 0.544
H 5.425250 1.193737 -0.914777 -0.07 -0.03 -0.08 0.542
H 5.222879 0.365781 1.330128 0.02 0.06 -0.11 0.607
H 4.238941 -1.044887 1.705420 -0.07 0.08 -0.13 0.251
H 3.476466 0.510001 1.387677 -0.07 0.02 -0.11 0.226
H 2.750168 -4.307125 -0.023959 0.11 -0.07 -0.11 0.559
H 1.299243 -4.848520 0.771346 0.10 0.03 -0.02 0.573
H 2.329818 -3.646008 1.551653 -0.04 -0.02 -0.01 0.378
H -0.894355 -4.467985 1.026574 -0.01 0.00 0.05 0.492
H -1.567228 -3.256093 2.123520 0.05 0.00 -0.01 0.040
H 0.080104 -3.852455 2.346512 -0.06 0.01 0.02 0.660
H -0.806102 0.256374 3.143054 -0.15 -0.09 0.05 0.272
H -0.832100 -1.417471 3.745451 0.00 0.02 -0.01 0.124
H -1.919422 -0.206182 4.416503 0.00 -0.02 0.00 0.649
H -3.735497 -1.672633 4.192289 -0.01 0.00 0.01 0.861
H -6.601934 -1.285152 1.946225 0.00 -0.02 0.01 0.479
H -5.956660 -1.962118 -0.346821 0.00 -0.02 0.02 0.483
H -4.578320 -0.214194 -2.100158 0.04 -0.03 0.01 0.338
H -4.453736 -1.967256 -2.270278 -0.01 0.00 0.00 0.523
H -2.996071 -0.976327 -2.325382 0.01 0.03 0.00 0.142
C -2.136350 0.774464 -0.360652 0.39 0.45 0.18 -1.439
C -2.952740 -0.204122 0.425826 0.05 -0.10 -0.01 0.423
C -3.017529 -2.397306 0.282199 0.05 0.05 0.01 0.099
C -4.298240 -2.972324 0.923091 -0.01 0.09 0.03 -1.128
C -4.687355 -2.533269 2.365711 0.02 0.03 -0.04 0.279
C -4.653175 -0.330196 2.524675 0.07 -0.11 -0.07 -0.828
C -3.383245 0.248893 1.850789 -0.09 0.02 -0.03 -0.916
C -5.260750 -3.575762 3.196921 0.00 0.04 -0.01 0.347
N -5.696786 -4.408024 3.859878 0.05 0.09 -0.09 -0.538
H -2.279206 1.796219 -0.008797 -0.27 0.06 -0.08 0.799
H -2.324373 0.749659 -1.438653 -0.06 0.11 0.03 0.664
H -2.458267 -3.097295 -0.343536 -0.03 -0.02 0.01 1.012
H -4.520256 -4.009343 0.689377 -0.02 -0.01 0.00 0.578
H -5.194127 0.363362 3.161022 -0.01 -0.02 0.03 0.383
H -3.167111 1.293943 2.078637 -0.01 -0.01 -0.03 0.553

No. 2
126
Properties=species:S:1:pos:R:3:forces:R:3:mulliken_charge:R:1 method="wB97M-V/def2-TZVPD" largest_force_ev_per_a=1.11 energy_ev=-82479.2823 total_charge=-1 homo_energy_ev=-2.528 spin_multiplicity=1 relative_energy_kj_mol=112.53
Cs 0.421951 1.302537 -1.519999 0.25 -0.89 0.61 1.179
C -1.333544 4.945902 1.362705 -0.03 -0.04 0.03 -0.760
C -1.589276 3.987606 0.362440 0.03 0.05 -0.06 -0.393
N -0.892165 3.886505 -0.739985 -0.07 0.23 -0.02 -0.622
C 0.147499 4.741465 -0.947060 0.03 0.09 -0.05 -0.085
C 0.494328 5.730974 0.009392 -0.05 -0.05 0.04 1.154
C -0.294752 5.804904 1.180396 0.01 0.04 0.00 -0.546
C 1.591691 6.593594 -0.198862 0.02 0.01 0.00 -0.919
C 2.339163 6.439785 -1.336686 0.01 -0.01 0.00 -0.870
C 2.012160 5.486113 -2.305291 -0.02 0.01 0.08 -0.392
C 0.906782 4.634645 -2.184967 0.03 0.07 -0.19 0.546
N 0.569742 3.678741 -3.084242 0.03 0.19 -0.09 -0.349
C 0.871284 3.774332 -4.393659 -0.08 0.10 0.07 -0.131
C 0.996840 4.970560 -5.116126 0.04 -0.02 -0.02 -0.458
C 1.264457 4.997937 -6.486829 0.00 -0.06 -0.02 -0.783
C 1.404468 3.847168 -7.221481 0.00 0.06 0.01 -1.005
C 1.234779 2.607366 -6.566822 -0.10 -0.12 -0.08 1.360
C 1.280050 1.381639 -7.273798 0.01 0.03 0.08 -0.602
C 1.076718 0.204221 -6.615172 0.00 0.07 -0.04 -0.850
C 0.848345 0.253646 -5.227520 0.01 -0.12 0.30 -0.476
N 0.807721 1.360929 -4.526783 -0.03 0.13 -0.52 0.138
C 0.970604 2.547950 -5.173741 0.07 0.02 0.10 -0.348
H -1.944443 4.974126 2.255658 -0.01 -0.01 0.00 0.384
H -2.407100 3.284683 0.488217 0.03 0.01 0.04 0.541
H -0.050425 6.552889 1.927244 0.01 -0.01 0.00 0.409
H 1.838884 7.336613 0.549737 0.00 -0.01 0.01 0.318
H 3.207552 7.070141 -1.497074 0.01 -0.01 -0.01 0.327
H 2.640259 5.387205 -3.180027 0.00 0.03 -0.01 0.630
H 0.864207 5.904347 -4.587108 0.04 0.01 0.00 0.505
H 1.358505 5.960393 -6.978890 -0.01 0.01 0.00 0.347
H 1.619363 3.868150 -8.282859 -0.02 0.00 0.00 0.323
H 1.464363 1.403597 -8.342434 0.00 -0.01 0.00 0.379
H 1.083918 -0.747391 -7.130600 0.02 -0.01 0.00 0.359
H 0.703431 -0.668200 -4.664269 0.01 0.06 -0.07 0.585
C -5.990035 -3.873542 -2.305923 0.01 -0.02 0.01 -1.621
N -4.833751 -4.329929 -3.065050 -0.18 -0.04 -0.28 0.871
C -3.516567 -4.228985 -2.842447 0.01 0.20 0.20 -0.123
N -2.837565 -4.840381 -3.785851 0.08 -0.22 -0.03 -0.558
C -3.817277 -5.334430 -4.580324 -0.16 -0.02 -0.07 -0.184
N -5.043556 -5.042835 -4.198444 0.18 -0.10 0.19 -0.905
C -6.261228 -4.723574 -1.088453 -0.23 -0.31 -0.44 1.109
C -6.994101 -5.893008 -1.278042 0.03 -0.16 0.17 -0.545
C -7.257981 -6.747977 -0.212952 0.16 0.25 0.01 -0.799
C -6.798405 -6.420839 1.052994 -0.07 0.03 -0.15 -0.876
C -6.080717 -5.239811 1.244113 -0.11 -0.38 0.34 0.194
C -5.805823 -4.406433 0.175188 0.22 0.50 0.08 -0.517
C -5.658810 -4.926173 2.609308 -0.30 -0.43 0.07 0.512
N -5.924646 -5.606980 3.674209 0.18 0.17 0.02 -0.463
N -5.336767 -4.919707 4.729279 -0.04 0.07 -0.20 -0.519
C -4.775304 -3.877059 4.212207 -0.03 -0.19 0.48 0.622
O -4.937044 -3.823581 2.875271 0.14 0.37 -0.37 -0.267
C -4.041308 -2.821206 4.904157 -0.02 -0.17 0.14 0.004
C -3.823439 -2.950114 6.273995 0.13 0.11 0.03 -1.006
C -3.119376 -1.960226 6.943075 -0.02 0.04 -0.18 -0.640
C -2.651270 -0.847919 6.249886 -0.12 -0.15 0.07 -0.867
C -2.895741 -0.711238 4.888200 0.17 0.14 0.13 0.786
C -2.461137 0.552024 4.183991 0.02 0.03 -0.01 -1.402
N -2.396210 0.427512 2.748095 -0.23 -0.15 0.01 1.181
C -1.547121 -0.258228 1.969565 0.39 0.46 0.07 -0.258
N -1.882866 -0.110584 0.706438 -0.25 -0.37 -0.35 -0.090
C -3.002710 0.650490 0.769461 0.17 0.09 0.17 -0.749
N -3.355255 1.004191 1.987286 -0.08 0.04 -0.13 -0.865
C -3.577958 -1.708932 4.218198 -0.18 0.01 -0.24 0.048
H -6.817475 -4.002704 -2.998647 -0.04 0.20 -0.02 0.381
H -5.892789 -2.812514 -2.076740 0.12 -0.04 0.11 0.531
H -3.097237 -3.704762 -1.997633 -0.02 0.04 -0.01 0.531
H -3.637228 -5.942050 -5.453363 0.06 0.12 -0.02 0.411
H -7.343943 -6.140471 -2.273062 -0.01 0.00 0.00 0.432
H -7.820605 -7.658055 -0.369258 -0.01 -0.01 -0.01 0.388
H -6.995635 -7.055007 1.905655 0.00 -0.02 0.00 0.515
H -5.247698 -3.490927 0.341840 0.00 -0.02 -0.02 0.788
H -4.196728 -3.824241 6.788649 0.00 0.00 0.02 0.512
H -2.932626 -2.053966 8.004399 0.01 0.00 0.01 0.390
H -2.100694 -0.074531 6.772430 0.01 -0.01 0.01 0.457
H -1.502062 0.901835 4.568776 0.04 -0.03 -0.06 0.421
H -3.206156 1.327880 4.360042 0.08 0.07 0.05 0.318
H -0.654756 -0.740346 2.337444 0.03 0.01 0.01 0.441
H -3.535730 0.996988 -0.101589 -0.06 -0.06 0.00 0.499
H -3.777696 -1.608758 3.157979 0.04 -0.01 0.02 0.816
N 0.489990 -2.648002 -0.670856 -0.18 0.08 -0.03 -0.339
C 1.800613 -3.065875 -0.191597 0.09 0.02 -0.15 0.082
C 2.550856 -3.863802 -1.257740 0.00 0.03 -0.01 -0.941
C 3.276764 -3.032785 -2.311638 -0.03 -0.01 0.00 0.008
N 2.381793 -2.192754 -3.094051 0.02 0.03 0.03 -0.329
H 0.084558 -1.953611 -0.056330 -0.06 0.09 0.02 0.032
H -0.152093 -3.428254 -0.735700 0.03 -0.04 0.09 0.133
H 1.747536 -3.667001 0.727520 0.01 0.02 0.01 0.328
H 2.361823 -2.159628 0.052056 -0.02 -0.01 0.02 -0.085
H 1.849129 -4.549361 -1.750293 0.02 -0.01 0.02 0.349
H 3.303928 -4.488841 -0.767012 -0.01 -0.03 -0.01 0.393
H 3.880950 -3.719959 -2.926420 0.01 0.01 -0.01 0.407
H 3.974155 -2.370249 -1.795475 0.01 -0.01 -0.01 -0.331
H 1.706953 -2.743052 -3.609726 -0.01 -0.01 0.01 0.203
H 2.888650 -1.601593 -3.739673 0.00 -0.02 -0.01 0.209
C 6.674642 -1.299233 -0.966620 0.02 0.07 0.01 -1.033
N 5.548316 -1.022071 -0.095206 -0.17 -0.13 0.20 0.199
C 5.797851 -0.941138 1.339939 -0.02 -0.05 0.04 -0.887
C 4.559951 -0.265122 -0.573504 0.16 0.13 -0.08 0.178
N 3.697838 0.374330 -0.993684 -0.14 0.07 -0.24 -0.416
H 7.201521 -2.174359 -0.585678 -0.01 -0.01 0.00 0.344
H 7.376359 -0.458460 -1.015486 0.01 0.00 0.01 0.338
H 6.314852 -1.517362 -1.970187 0.00 0.01 0.00 0.323
H 6.180454 -1.901828 1.688680 0.00 0.00 -0.02 0.446
H 4.861243 -0.710637 1.847857 0.02 0.06 0.00 0.179
H 6.530099 -0.161296 1.577267 0.00 0.00 -0.01 0.322
C 2.292117 3.078140 4.542853 0.00 -0.04 0.00 -2.381
C 2.682035 3.155469 3.066318 -0.02 0.02 0.01 1.885
C 2.868388 4.612836 2.671125 -0.01 0.00 0.03 -1.776
O 1.596600 2.596473 2.313416 0.04 0.04 -0.08 0.641
B 1.867103 1.260764 1.919416 -0.19 -0.35 0.18 -1.312
O 3.228021 1.015128 2.285488 0.00 0.13 0.09 -0.265
C 3.873468 2.234062 2.696175 0.03 -0.02 -0.07 1.723
C 4.817980 1.925695 3.849227 0.02 0.00 -0.02 -1.953
C 4.678041 2.755950 1.505971 -0.05 0.00 -0.01 -1.789
H 1.334332 3.586382 4.665425 0.00 0.01 0.00 0.542
H 3.030041 3.561473 5.189743 0.00 -0.01 0.00 0.308
H 2.165007 2.040360 4.852854 0.01 -0.01 0.00 0.395
H 2.036181 5.204844 3.057627 -0.01 0.00 -0.02 0.443
H 2.881613 4.730757 1.589364 0.03 -0.01 0.00 0.261
H 3.796854 5.017944 3.085999 -0.01 0.01 0.02 0.349
H 4.304166 1.393196 4.647747 0.00 0.01 0.01 0.345
H 5.255731 2.841569 4.257790 0.01 0.00 -0.01 0.335
H 5.633103 1.292287 3.491472 0.00 0.01 0.01 0.356
H 4.020585 2.991286 0.669103 0.01 -0.01 -0.01 0.272
H 5.360751 1.971760 1.175037 0.02 0.00 0.00 0.369
H 5.264856 3.641592 1.763604 -0.01 0.00 0.00 0.338